1.
Molecular formula: C4H23N2O6
Method: DFT, ωB97M-V with the def2-TZVPD basis set

Geometry (Å):
N (0.652814, 0.469786, 1.052507)
C (-0.241122, 1.063754, -0.017404)
C (-1.662241, 1.221319, 0.532308)
O (-1.672275, 0.965774, 1.935338)
C (0.395370, 2.444777, -0.478611)
N (0.163947, 2.395163, -1.980827)
C (1.414568, 2.010939, -2.655094)
H (1.581724, 0.357184, 0.680312)
H (0.232653, -0.443093, 1.260454)
H (0.653609, 1.100571, 1.848757)
H (-0.285192, 0.465768, -0.922969)
H (-2.359010, 0.553029, 0.038671)
H (-2.033243, 2.239679, 0.413164)
H (-2.125835, 0.155906, 2.181394)
H (-0.256422, 3.235972, -0.141771)
H (1.442414, 2.409306, -0.184853)
H (-0.048717, 3.373190, -2.160167)
H (1.167709, 1.589445, -3.626358)
H (1.823078, 1.190760, -2.065112)
H (2.196986, 2.752092, -2.811738)
H (-2.109943, -1.895111, -0.841587)
H (-3.565059, -2.016873, -0.331443)
O (-2.749536, -1.518504, -0.214221)
H (0.072028, -1.537151, 3.921298)
H (1.644403, -1.515409, 3.675342)
O (0.773985, -1.587896, 3.272583)
H (-0.230036, -2.582210, -0.648737)
H (-0.538874, -3.082212, -2.113996)
O (-0.541768, -2.324801, -1.527950)
H (3.255905, -1.095420, -1.019845)
H (1.846132, -1.241483, -0.375904)
O (2.506694, -0.614492, -0.682630)
H (-1.230921, -2.849458, 1.153335)
H (0.147943, -3.172602, 1.681860)
O (-0.321767, -2.517696, 1.153896)

Forces on the atoms, in the same order (eV/Å):
-1.53 -0.04 -1.05
0.58 2.00 -0.09
-0.69 -0.29 0.65
0.31 0.25 0.50
-1.81 -2.74 -1.68
1.17 1.67 1.56
-0.46 -0.97 -0.29
0.73 -0.08 -0.22
0.40 -0.05 0.88
-0.20 -0.39 0.35
0.49 -0.55 0.29
0.13 0.00 -0.15
0.21 0.04 -0.18
-0.22 -0.05 -0.45
0.55 0.45 0.73
0.15 0.86 -0.01
-0.05 -0.21 -0.77
0.02 0.04 -0.16
0.22 -0.03 -0.19
-0.16 0.42 0.33
0.05 0.10 -0.30
-0.04 0.10 -0.04
-0.28 -0.32 0.43
0.25 0.06 0.53
-0.31 0.01 0.58
0.43 0.09 -0.64
0.06 -0.39 0.04
0.16 -0.24 -0.04
0.00 0.50 -0.25
0.36 -0.41 -0.14
0.21 -0.57 -0.45
-0.51 0.63 0.50
-0.21 0.38 -0.19
0.30 0.27 0.23
-0.32 -0.53 -0.32

Computed properties:
relative energy (zero: lowest compared OMol25 entry of this formula, charge and spin): 66.1 kJ/mol
gap between HOMO and LUMO: 9.331 eV
total charge: +1

Okay, here come the natural (NBO) numbers, in e, for every atom:
1. N -0.71
2. C -0.10
3. C -0.10
4. O -0.75
5. C -0.24
6. N -0.61
7. C -0.44
8. H 0.45
9. H 0.47
10. H 0.45
11. H 0.25
12. H 0.24
13. H 0.19
14. H 0.49
15. H 0.22
16. H 0.18
17. H 0.36
18. H 0.21
19. H 0.20
20. H 0.19
21. H 0.50
22. H 0.48
23. O -1.00
24. H 0.49
25. H 0.49
26. O -0.98
27. H 0.49
28. H 0.49
29. O -0.98
30. H 0.51
31. H 0.48
32. O -0.96
33. H 0.51
34. H 0.50
35. O -0.98

***

2.
Molecular formula: C44H36CdF15GeN6O3S4Te
Method: DFT, ωB97M-V with the def2-TZVPD basis set

Geometry (Å):
Cd (-4.315231, -21.083594, 0.943460)
C (-1.121263, -15.568316, 1.232765)
C (-0.415696, -16.951349, 1.141941)
N (-1.112797, -17.920340, 2.016026)
C (-2.358675, -18.400623, 1.765486)
S (-3.135009, -19.304078, 3.031163)
N (-2.750121, -18.214771, 0.547198)
N (-3.890779, -18.880808, 0.205979)
C (-4.539739, -18.385334, -0.756694)
C (-4.019304, -17.168097, -1.465948)
C (-5.861529, -18.927678, -1.118725)
C (-6.830092, -18.074195, -1.668817)
C (-8.028500, -18.663435, -2.100259)
C (-8.193808, -19.999398, -1.921543)
C (-7.192856, -20.760195, -1.291330)
N (-6.075329, -20.225739, -0.904015)
H (-0.716608, -14.783722, 0.570977)
H (-1.102783, -15.245197, 2.257614)
H (-2.224911, -15.737935, 1.013446)
H (0.626871, -16.887631, 1.442491)
H (-0.430009, -17.194107, 0.076418)
H (-0.906190, -17.817221, 2.978570)
H (-2.927745, -17.208918, -1.471394)
H (-4.225659, -16.244808, -0.929634)
H (-4.434630, -17.089479, -2.451116)
H (-6.650990, -17.035751, -1.826531)
H (-8.819081, -18.080540, -2.601056)
H (-9.052281, -20.561061, -2.263716)
H (-7.357830, -21.796958, -1.052516)
C (-0.556016, -28.793192, 0.657261)
C (-1.053553, -27.436018, 1.136586)
C (-1.727692, -26.586645, 0.278108)
C (-2.226562, -25.383373, 0.717063)
C (-2.047217, -25.009227, 2.042408)
C (-1.372639, -25.865772, 2.894791)
C (-0.882379, -27.066023, 2.458135)
S (-2.598229, -23.414676, 2.707962)
O (-1.578522, -23.141504, 3.704270)
O (-3.961653, -23.436438, 3.175353)
N (-2.541096, -22.464367, 1.422857)
C (-1.345180, -21.972846, 0.913200)
C (-0.081374, -22.497486, 1.169036)
C (1.020067, -21.782790, 0.704469)
C (0.833649, -20.726440, -0.136601)
C (-0.482329, -20.295882, -0.404065)
N (-1.512892, -20.893741, 0.128675)
H (-0.767680, -28.933703, -0.389918)
H (-1.172044, -29.548993, 1.167048)
H (0.489720, -28.943081, 0.875584)
H (-1.800160, -26.899849, -0.763017)
H (-2.829705, -24.746383, 0.076895)
H (-1.185391, -25.517974, 3.897045)
H (-0.471008, -27.782206, 3.120083)
H (0.094469, -23.420154, 1.746396)
H (1.979395, -22.163620, 0.982453)
H (1.673946, -20.182151, -0.632650)
H (-0.677751, -19.430462, -1.017349)
C (-8.113511, -18.683716, 2.485453)
S (-6.394352, -19.294980, 2.635395)
C (-6.350560, -19.562551, 4.400671)
O (-6.356877, -20.665539, 1.995257)
H (-8.828434, -19.228421, 3.071792)
H (-8.314282, -18.781586, 1.398855)
H (-8.074717, -17.662133, 2.796117)
H (-6.476160, -18.593675, 4.944849)
H (-5.402577, -19.992225, 4.603364)
H (-7.220508, -20.226408, 4.633650)
F (-9.364324, -26.010466, 1.789500)
C (-8.205840, -26.234404, 2.453808)
C (-7.076809, -25.661657, 1.876542)
C (-5.864266, -25.985486, 2.420353)
F (-4.706047, -25.687359, 1.856097)
C (-5.818204, -26.712888, 3.607294)
F (-4.652100, -27.005613, 4.149715)
C (-6.935833, -27.272604, 4.155586)
F (-6.811755, -28.031282, 5.250135)
C (-8.198339, -27.028100, 3.558915)
F (-9.283674, -27.663289, 4.033391)
Ge (-7.233881, -24.436225, 0.363769)
S (-5.411136, -23.485242, -0.131513)
C (-8.700544, -23.227504, 1.007325)
C (-9.879986, -22.955219, 0.349553)
F (-10.210865, -23.652641, -0.754513)
C (-10.861789, -22.055008, 0.819882)
F (-12.055301, -21.873544, 0.180826)
C (-10.697199, -21.482300, 2.075583)
F (-11.670658, -20.755520, 2.606199)
C (-9.586780, -21.803835, 2.809541)
F (-9.583111, -21.353151, 4.088738)
C (-8.576068, -22.607999, 2.253354)
F (-7.555399, -22.869847, 3.037746)
C (-7.825096, -25.633556, -1.142090)
C (-8.101965, -25.046657, -2.363367)
F (-8.205229, -23.728763, -2.535772)
C (-8.261861, -25.797420, -3.513507)
F (-8.521729, -25.210758, -4.686484)
C (-8.087867, -27.141211, -3.469853)
F (-8.127831, -27.910986, -4.600476)
C (-7.800896, -27.770062, -2.287915)
F (-7.592034, -29.085630, -2.242915)
C (-7.642870, -27.012930, -1.124346)
F (-7.367552, -27.694904, -0.029279)
C (-4.911337, -22.522632, -3.866588)
Te (-3.242115, -22.057675, -2.538823)
C (-2.845874, -20.110048, -3.370632)
H (-4.648256, -22.185851, -4.880112)
H (-5.851711, -22.176587, -3.484118)
H (-4.998576, -23.597294, -3.933411)
H (-3.836220, -19.651636, -3.494138)
H (-2.287545, -20.122795, -4.279122)
H (-2.246988, -19.559682, -2.665230)

Forces on the atoms, in the same order (eV/Å):
0.37 -0.46 0.01
-1.15 -0.72 -0.32
-1.10 0.84 -0.10
0.93 0.82 -0.94
0.25 -1.04 0.64
0.12 0.14 -0.27
-0.80 -0.04 -0.99
0.32 -0.44 0.89
-0.23 1.21 -0.75
0.24 0.06 0.35
-0.08 0.62 -0.41
-0.29 -1.37 -0.21
0.01 1.23 -0.25
0.01 -1.78 0.20
-1.39 0.50 -0.19
1.24 0.23 0.51
-0.07 -0.41 0.23
0.20 0.46 0.52
1.38 0.27 -0.04
0.04 -0.07 0.20
-0.09 -0.73 0.33
0.24 -0.12 0.82
-0.14 -0.16 -0.26
-0.27 0.12 0.21
-0.11 0.05 -0.61
0.19 0.52 0.05
0.53 -0.18 0.36
-0.25 0.28 -0.06
0.18 -0.26 -0.12
-1.19 0.35 0.62
0.32 -0.68 -0.38
0.43 -0.41 -0.58
-0.64 0.77 0.19
-0.22 -0.03 -0.05
0.08 0.87 0.61
-0.54 -0.19 -0.72
0.98 -0.25 -0.09
-0.30 0.17 -0.24
0.03 -0.11 -0.26
-0.19 0.47 -0.09
-0.66 -0.31 0.41
0.76 -0.20 0.40
-0.79 -1.25 0.14
0.29 2.05 -1.38
1.55 -0.65 0.41
-0.95 -0.32 0.19
0.21 0.07 -0.48
0.44 -0.05 0.03
0.30 -0.15 0.03
-0.26 0.25 0.13
0.20 0.00 -0.08
-0.09 -0.10 0.28
0.64 -0.38 0.75
-0.38 0.77 -0.23
0.63 0.03 -0.09
-0.70 -0.53 0.67
-0.03 0.16 -0.17
0.88 -0.90 -1.00
-0.20 0.77 -0.26
-2.02 0.50 0.24
-0.16 0.18 0.27
-0.28 -0.39 0.26
-0.08 0.22 0.62
-0.07 0.77 0.06
0.20 -0.68 -0.57
0.78 -0.50 0.34
0.90 0.31 0.02
-0.30 -0.20 0.36
-0.19 0.68 -0.91
-0.03 -0.18 0.12
-0.12 -0.11 0.54
-0.29 -0.12 0.09
0.31 -0.29 -0.40
0.80 -0.08 0.35
-1.19 0.37 -0.14
-0.26 0.02 -0.18
0.96 -0.86 0.90
0.09 0.31 -0.11
0.02 -0.12 0.02
-0.13 0.22 -0.34
-0.06 0.40 0.37
-1.25 0.45 -0.07
0.10 0.27 -0.04
-0.09 -0.53 -0.18
1.06 -0.17 0.25
-0.26 -0.66 -0.99
-0.16 0.28 0.10
0.46 -0.15 0.16
0.64 -0.20 -0.40
-1.02 0.28 0.21
0.66 -0.28 0.37
0.42 0.61 0.48
-0.07 -0.72 -0.35
0.04 0.38 0.38
-0.09 1.01 -0.39
-0.03 0.11 -0.06
0.18 -1.99 -1.16
-0.17 0.85 0.80
0.44 0.23 1.12
-0.09 -0.18 -0.15
-0.79 0.34 -1.39
0.25 -0.23 0.68
1.08 -0.15 -0.27
-0.33 0.00 -0.30
-0.81 -0.27 0.40
-0.33 0.21 0.41
-0.33 0.59 0.09
0.19 -0.39 0.18
0.42 0.11 -0.05
0.13 -0.24 -0.82
-0.04 0.21 0.53

Computed properties:
relative energy (zero: lowest compared OMol25 entry of this formula, charge and spin): 99.1 kJ/mol
gap between HOMO and LUMO: 7.048 eV
total charge: -1

Löwdin population analysis, charges in e, atoms 1 to 99:
1. Cd 1.30
2. C -0.10
3. C -0.24
4. N -0.03
5. C -0.90
6. S 0.51
7. N -0.03
8. N -0.04
9. C -0.32
10. C -0.04
11. C -0.24
12. C -0.01
13. C -0.07
14. C -0.06
15. C -0.16
16. N 0.06
17. H 0.07
18. H 0.05
19. H 0.07
20. H 0.10
21. H 0.09
22. H 0.08
23. H 0.07
24. H 0.08
25. H 0.06
26. H 0.10
27. H 0.11
28. H 0.11
29. H 0.04
30. C -0.05
31. C -0.28
32. C -0.04
33. C -0.07
34. C -0.28
35. C -0.06
36. C -0.05
37. S 0.53
38. O -0.33
39. O -0.34
40. N -0.24
41. C -0.43
42. C -0.01
43. C -0.09
44. C -0.09
45. C -0.18
46. N 0.04
47. H 0.06
48. H 0.08
49. H 0.07
50. H 0.11
51. H 0.07
52. H 0.11
53. H 0.10
54. H 0.11
55. H 0.10
56. H 0.10
57. H 0.08
58. C -0.22
59. S 0.77
60. C -0.26
61. O -0.65
62. H 0.03
63. H 0.06
64. H 0.04
65. H 0.08
66. H 0.00
67. H 0.06
68. F 0.08
69. C -0.23
70. C -0.15
71. C -0.23
72. F 0.07
73. C -0.15
74. F 0.14
75. C -0.12
76. F 0.12
77. C -0.13
78. F 0.10
79. Ge 0.62
80. S 0.15
81. C -0.12
82. C -0.21
83. F 0.08
84. C -0.10
85. F 0.08
86. C -0.17
87. F 0.13
88. C -0.14
89. F 0.09
90. C -0.25
91. F 0.11
92. C -0.10
93. C -0.25
94. F 0.08
95. C -0.15
96. F 0.12
97. C -0.12
98. F 0.09
99. C -0.14

***

3.
Molecular formula: C2H8ClN4O3V
Method: DFT, ωB97M-V with the def2-TZVPD basis set

Geometry (Å):
O (11.525787, 21.314751, -25.626731)
V (11.627421, 22.184129, -24.274322)
Cl (14.000742, 21.409677, -23.665186)
C (15.299807, 20.394918, -20.136111)
O (16.180720, 20.244015, -19.322098)
N (14.449018, 21.325089, -20.059071)
N (15.237929, 19.691689, -21.214893)
H (14.187110, 21.505979, -21.017602)
H (14.644333, 22.061163, -19.395642)
H (14.775787, 19.991096, -22.061581)
H (16.003002, 19.039721, -21.313344)
C (12.697954, 24.571310, -22.398302)
O (11.981914, 23.820732, -23.016577)
N (12.264104, 25.535433, -21.599523)
N (13.933044, 24.424387, -22.204282)
H (12.983915, 26.144378, -21.237359)
H (11.307178, 25.853179, -21.658243)
H (14.450924, 23.641663, -22.577433)
H (14.159641, 25.178523, -21.571811)

Forces on the atoms, in the same order (eV/Å):
-0.16 2.82 3.57
3.23 -2.41 -1.77
-2.48 0.93 -0.74
4.69 -1.63 2.47
1.06 -0.71 1.59
-4.75 4.70 -0.26
0.32 -3.52 -4.04
-0.94 1.28 0.52
-0.13 -0.03 -0.30
0.05 -0.33 0.40
-0.22 0.03 -0.16
-0.67 1.58 2.63
-3.82 -3.63 -4.10
-2.39 1.66 0.10
4.04 -0.41 -0.24
-1.00 0.48 0.23
0.22 0.20 0.12
0.50 0.26 0.19
2.45 -1.24 -0.21

Computed properties:
gap between HOMO and LUMO (alpha / beta): 3.742 / 4.426 eV
multiplicity: 2
total charge: +1

Okay, here come the natural (NBO) numbers, in e, for every atom:
1. O -0.37
2. V 1.75
3. Cl -0.53
4. C 0.73
5. O -0.66
6. N -0.81
7. N -0.83
8. H 0.36
9. H 0.41
10. H 0.38
11. H 0.42
12. C 0.80
13. O -0.80
14. N -0.78
15. N -0.74
16. H 0.40
17. H 0.43
18. H 0.45
19. H 0.40